Here is 5 unconnected molecules or ions with the total composition C32H48F13O12PSi from the Open Molecules 2025 dataset. Energies are from ωB97M-V/def2-TZVPD.

```
107
Properties=species:S:1:pos:R:3:forces:R:3:mulliken_charge:R:1
C -0.556407 -3.758602 6.325742 0.141 -0.050 -0.032 -1.310
Si 0.829771 -2.690793 5.651686 0.021 0.284 -0.075 0.357
C 1.397840 -1.535293 7.030168 0.084 0.089 -0.112 -1.289
C 0.251914 -1.631451 4.182952 -0.084 -0.802 0.131 -0.950
C -1.017455 -2.163253 3.477655 -0.006 0.842 -0.021 -0.836
C -2.267135 -1.311414 3.766641 0.333 -0.400 -0.634 -0.325
C -3.279477 -1.392039 2.613601 -0.293 -0.269 0.667 -0.126
C -4.751607 -1.340054 3.059879 0.201 -0.264 -0.690 -1.143
C -5.398713 -2.730247 3.053910 -0.056 0.168 0.267 -0.559
C -6.540255 -2.869703 4.069358 0.423 -0.302 -0.345 -0.746
C -7.590070 -3.883483 3.648146 -0.101 0.343 0.211 -0.566
O -7.904181 -4.776539 4.764510 -0.101 -0.371 -0.515 -0.316
P -9.269240 -4.509759 5.462851 -0.199 0.759 0.517 0.944
O -9.506445 -3.183663 6.020590 -0.064 -0.030 -0.083 -0.608
O -9.365050 -5.698247 6.493022 0.079 -0.026 -0.005 -0.488
O -10.376122 -4.925244 4.301916 0.218 -0.120 -0.223 -0.142
F -11.344703 -3.905168 4.222731 -0.078 -0.007 -0.001 -0.118
C 2.246385 -3.757915 5.006582 -0.260 0.087 0.315 0.399
C 3.498140 -3.165435 4.790337 -0.089 -0.773 -0.238 -0.266
C 4.552533 -3.917979 4.271442 -0.654 0.144 0.194 -0.654
C 4.349728 -5.262549 3.972139 -0.039 -0.049 -0.020 -0.392
C 3.115171 -5.866952 4.185440 -0.380 0.568 0.282 -0.575
C 2.057644 -5.111099 4.707385 0.835 0.266 -0.232 -0.262
H -0.209101 -4.407573 7.127356 0.163 -0.028 0.114 0.402
H -1.010893 -4.402778 5.578765 -0.125 -0.046 -0.134 0.353
H -1.329598 -3.122664 6.751619 -0.166 0.100 -0.025 0.359
H 0.835819 -1.680296 7.948842 -0.087 -0.175 0.127 0.358
H 2.453768 -1.617738 7.275878 0.128 -0.108 0.011 0.387
H 1.223158 -0.502962 6.733956 0.004 0.147 -0.078 0.376
H 1.063022 -1.648884 3.457353 0.243 0.071 0.011 0.437
H 0.140495 -0.594743 4.488449 -0.170 0.167 0.020 0.530
H -0.859189 -2.116041 2.402047 0.062 -0.084 -0.171 0.452
H -1.213176 -3.204118 3.719844 -0.050 -0.197 -0.030 0.249
H -2.726335 -1.616767 4.704237 -0.042 0.098 0.223 0.212
H -1.921601 -0.284230 3.829646 -0.158 0.249 0.371 0.366
H -3.066502 -0.607319 1.904195 0.075 0.210 -0.146 -0.427
H -3.126386 -2.334170 2.089860 0.019 -0.123 -0.202 0.505
H -5.294973 -0.742800 2.329724 -0.222 0.282 0.161 0.390
H -4.859951 -0.867595 4.032032 0.065 0.108 0.163 0.526
H -4.646580 -3.490140 3.260385 0.101 -0.129 0.065 0.374
H -5.752276 -2.931232 2.043864 -0.090 -0.056 -0.150 0.435
H -6.985669 -1.897422 4.247317 -0.218 0.086 0.140 0.445
H -6.113464 -3.231228 4.999709 0.002 0.164 0.274 0.285
H -8.499395 -3.370238 3.344717 -0.148 -0.040 -0.131 0.364
H -7.265753 -4.504526 2.822857 0.127 -0.269 0.030 0.443
H -9.788749 -5.327402 7.279313 -0.009 -0.239 0.180 0.354
H 3.623760 -2.117010 5.016017 0.176 0.153 0.029 0.352
H 5.505332 -3.444796 4.101519 0.214 -0.033 -0.060 0.387
H 5.162172 -5.841316 3.557864 0.083 -0.074 -0.009 0.362
H 2.947452 -6.908772 3.962813 0.142 -0.149 -0.103 0.389
H 1.089813 -5.559803 4.867254 -0.104 -0.172 0.040 0.306
C 0.072648 4.631625 -0.103308 0.051 -0.293 -0.008 -1.040
C -1.417634 4.477785 0.100291 0.161 0.478 0.138 -0.315
O -1.905384 3.271400 -0.525834 -0.104 -0.054 -0.039 -0.316
C -1.759058 2.157314 0.167597 0.017 0.250 -0.006 0.099
O -1.276613 2.033822 1.252967 0.013 -0.118 0.091 -0.544
C -2.356620 0.978707 -0.620427 -0.032 -0.208 -0.083 1.199
F -2.009655 1.014394 -1.911014 0.054 0.088 0.036 -0.254
F -3.696656 1.010900 -0.554607 -0.029 0.048 0.019 -0.280
F -1.947527 -0.176778 -0.108651 0.080 -0.019 -0.089 -0.237
H 0.317768 4.594727 -1.161684 -0.029 0.080 -0.038 0.240
H 0.411851 5.583807 0.302231 -0.024 0.026 -0.005 0.439
H 0.620760 3.830700 0.392836 -0.029 0.038 0.086 0.308
H -1.959566 5.288121 -0.381741 -0.066 -0.111 -0.114 0.348
H -1.684922 4.477597 1.155883 0.001 -0.173 0.008 0.344
C 5.728041 3.629008 -4.102108 -0.090 0.284 0.177 -0.893
C 4.241664 3.433927 -4.297821 0.258 -0.356 -0.213 -0.389
O 3.481028 4.308667 -3.437544 -0.119 0.025 0.037 -0.270
C 3.313530 5.545582 -3.873506 0.083 -0.221 -0.041 0.294
O 3.716042 6.014453 -4.894884 -0.001 0.132 -0.058 -0.523
C 2.452300 6.329978 -2.867343 0.011 0.148 0.125 0.970
F 2.842769 6.105479 -1.608382 -0.015 -0.009 0.012 -0.252
F 1.169596 5.949207 -2.977183 -0.023 0.010 -0.060 -0.251
F 2.522047 7.633716 -3.099373 -0.013 0.015 -0.046 -0.253
H 5.995124 3.495066 -3.053494 0.006 -0.082 -0.013 0.301
H 6.279721 2.909467 -4.698499 -0.018 -0.073 -0.034 0.329
H 6.034231 4.633336 -4.396774 -0.004 -0.025 -0.067 0.285
H 3.943379 2.426436 -4.017259 -0.089 0.063 0.133 0.327
H 3.947161 3.593695 -5.333931 -0.039 0.154 0.025 0.339
C -3.214491 -1.430643 -3.494926 0.159 -0.243 -0.154 -0.866
C -4.142192 -1.092856 -4.640125 -0.170 0.207 0.419 -0.324
O -3.539574 -1.411072 -5.910980 -0.006 0.023 -0.119 -0.325
C -3.629012 -2.673677 -6.296107 -0.058 0.163 0.151 0.339
O -4.153864 -3.571446 -5.709825 -0.011 -0.136 -0.021 -0.507
C -2.975746 -2.836147 -7.681510 0.073 -0.062 -0.028 0.911
F -1.806663 -2.192004 -7.746001 0.023 -0.001 -0.030 -0.248
F -3.783554 -2.333154 -8.623620 -0.022 0.031 -0.037 -0.253
F -2.765196 -4.118789 -7.949186 -0.002 -0.035 -0.022 -0.238
H -2.254257 -0.934053 -3.623462 -0.024 0.086 0.032 0.312
H -3.652861 -1.110251 -2.551649 -0.035 0.024 0.005 0.182
H -3.030067 -2.503598 -3.443150 -0.091 -0.011 0.012 0.378
H -4.336404 -0.023164 -4.675947 0.084 0.011 -0.140 0.301
H -5.099306 -1.604120 -4.548612 0.050 -0.127 -0.092 0.332
C 9.590182 7.080281 -8.216714 0.175 -0.104 0.141 -1.115
C 8.443913 6.132009 -7.944233 -0.137 0.358 -0.286 -0.193
O 8.911266 4.915025 -7.325048 -0.023 -0.119 0.027 -0.317
C 9.099837 4.965901 -6.017468 -0.077 0.106 -0.192 0.369
O 8.925864 5.902363 -5.297592 0.012 0.026 0.146 -0.506
C 9.543486 3.583064 -5.506429 0.140 -0.056 0.077 0.871
F 10.474425 3.039674 -6.293395 -0.021 -0.012 -0.009 -0.249
F 8.483866 2.759284 -5.478759 0.050 -0.084 -0.056 -0.251
F 10.032929 3.671986 -4.276427 -0.018 0.013 0.038 -0.241
H 10.356401 6.589500 -8.817136 -0.047 0.013 -0.070 0.302
H 9.230213 7.956119 -8.754781 -0.029 -0.002 -0.012 0.378
H 10.053829 7.411959 -7.288293 -0.066 0.039 0.016 0.319
H 7.973588 5.815878 -8.872336 0.050 -0.147 0.024 0.326
H 7.679899 6.591236 -7.318840 0.060 -0.055 0.130 0.303
```
Forces are in eV/Å.

Maximum force ... 0.018 Eh/bohr
HOMO-LUMO gap ... 0.34939 Eh
DFT total energy ... -4080.207609 a.u.
E_LUMO ... 0.40 eV
Charge ... 0
HOMO ... -9.104 eV